# C33H48NO13

6 unconnected molecules or ions with the total composition C33H48NO13 at a distorted geometry (the ωB97M-V functional and the def2-TZVPD basis, OMol25).

```
95
C33H48NO13 the ωB97M-V functional and the def2-TZVPD basis
C 2.37818 0.54742 -2.44588
C 0.85194 0.08612 -2.37793
C 0.10358 1.11557 -1.42270
C -1.06439 0.43329 -0.55946
N -2.32759 0.63367 -1.32832
C -2.93755 1.86223 -1.12384
C -4.14805 2.26871 -1.80722
C -4.74497 1.32085 -2.75063
C -6.03526 1.65432 -3.57423
O -7.08401 1.17888 -3.28680
O -5.83325 2.50036 -4.66505
C -4.08449 0.04121 -2.94531
C -2.85037 -0.30011 -2.21296
C -2.13841 -1.64097 -2.45920
C -2.99779 -2.84415 -1.69318
C -4.14466 -2.28620 -0.66054
O -4.39440 -2.94991 -2.08219
H 2.86179 -0.12761 -3.20799
H 2.47548 1.63128 -2.69016
H 2.81293 0.28901 -1.44156
H 0.86049 -0.96087 -1.98081
H 0.42362 0.15496 -3.41610
H 0.80652 1.71738 -0.79502
H -0.40529 1.85116 -2.11315
H -1.12925 1.04742 0.39847
H -0.84186 -0.63294 -0.32960
H -2.48201 2.61282 -0.42348
H -4.57395 3.28502 -1.61698
H -4.90569 2.31008 -4.92246
H -4.45632 -0.75171 -3.64298
H -1.12624 -1.73314 -2.00701
H -2.12735 -1.91776 -3.54218
H -2.43002 -3.79257 -1.37797
H -4.85669 -3.04347 -0.22342
H -4.82181 -1.45244 -0.96175
O -1.41393 2.76267 1.95300
C -0.48397 3.51183 1.77370
O -0.22250 4.10317 0.58247
C 1.01303 4.84007 0.67556
C 1.20226 5.10817 2.15338
C 0.56301 3.88649 2.78968
H 1.81633 4.22736 0.25761
H 0.93456 5.76050 0.09766
H 2.24457 5.25491 2.43358
H 0.64692 6.00439 2.44228
H 1.27243 3.06183 2.89059
H 0.11159 4.12269 3.74722
O 5.36479 0.07549 -1.61059
C 5.86466 0.23024 -2.69072
O 6.07662 1.44534 -3.25392
C 6.58532 1.27663 -4.58637
C 7.18913 -0.11216 -4.60872
C 6.30215 -0.86566 -3.63308
H 5.75609 1.38132 -5.29125
H 7.32480 2.04875 -4.79560
H 7.22072 -0.55200 -5.60539
H 8.21145 -0.07832 -4.22384
H 5.42098 -1.28572 -4.12309
H 6.85215 -1.64087 -3.10319
O 3.83440 2.01440 0.60463
C 4.11191 1.29397 1.52325
O 3.50626 1.36318 2.74010
C 4.13814 0.44506 3.64498
C 4.80907 -0.58657 2.76136
C 5.18534 0.22797 1.53433
H 4.85449 0.99776 4.25795
H 3.38702 0.00032 4.29677
H 5.65691 -1.07650 3.23998
H 4.08789 -1.35954 2.48130
H 6.16105 0.70501 1.64530
H 5.15240 -0.36960 0.62731
O 1.22919 3.74332 5.51697
C 1.24120 2.66592 6.04468
O 2.37403 1.95954 6.29425
C 2.02922 0.67310 6.83136
C 0.63888 0.84122 7.40731
C 0.02910 1.88017 6.48245
H 2.05727 -0.06135 6.02150
H 2.75627 0.38774 7.59109
H 0.07651 -0.09123 7.45377
H 0.70376 1.24536 8.42055
H -0.43465 1.42414 5.60466
H -0.68223 2.51710 7.00433
O -5.89014 -7.90760 1.15961
C -6.07542 -7.23528 0.18791
O -5.36057 -6.11213 -0.10261
C -5.90497 -5.48547 -1.27341
C -6.65277 -6.58336 -2.00277
C -7.13910 -7.45979 -0.86049
H -6.56557 -4.67170 -0.95805
H -5.09903 -5.07141 -1.87355
H -7.45284 -6.20828 -2.64109
H -5.95971 -7.15001 -2.63008
H -8.10067 -7.12271 -0.46851
H -7.18873 -8.50775 -1.14856
```

Output
Kohn-Sham gap (eV): 7.7
Net charge: +1
E_LUMO (eV): -3.9425
Multiplicity: 1
HOMO level (eV): -11.67

---

# C33H48O4

2 unconnected molecules or ions with the total composition C33H48O4 at a distorted geometry (the ωB97M-V functional and the def2-TZVPD basis, OMol25).

```
85
C33H48O4 the ωB97M-V functional and the def2-TZVPD basis
C -0.89476 1.74982 4.77534
C -1.06891 0.99420 3.46743
C -0.50793 1.75464 2.26114
C -0.66937 1.02196 0.92464
C 0.03630 -0.28530 0.87157
C -0.68378 -1.38391 0.29087
O -0.23635 -2.52206 0.18279
O -1.91334 -1.01427 -0.20838
C -2.48716 -2.06004 -0.94336
C -3.68089 -1.60380 -1.75356
C 1.44100 -0.28173 1.18836
O 2.10451 -1.29340 1.39881
O 1.98545 0.98268 1.21139
C 3.37746 0.93621 1.37155
C 3.97829 2.32333 1.36942
H -1.30708 1.19505 5.61971
H 0.15925 1.93507 4.98869
H -1.39421 2.71939 4.74164
H -0.57788 0.01471 3.53498
H -2.13038 0.77160 3.29753
H -0.98256 2.74133 2.19400
H 0.55830 1.95017 2.42722
H -1.73422 0.86575 0.72074
H -0.29786 1.63858 0.09759
H -1.69367 -2.46382 -1.58617
H -2.75429 -2.83623 -0.21741
H -4.15322 -2.43719 -2.27440
H -4.42589 -1.13466 -1.11070
H -3.38633 -0.86177 -2.49656
H 3.57286 0.40536 2.31017
H 3.77205 0.31478 0.55747
H 5.05300 2.30572 1.54961
H 3.79862 2.81878 0.41556
H 3.51204 2.93832 2.13860
C 4.99676 -6.96580 6.89159
C 4.53067 -7.38804 5.53995
C 4.43828 -6.47497 4.51026
C 3.99031 -6.82717 3.24399
C 3.96485 -5.73260 2.23005
C 3.59935 -8.15371 2.99490
C 3.12328 -8.63132 1.62466
C 4.25800 -8.61958 0.59639
C 1.85806 -7.91578 1.09268
C 0.67150 -8.02183 1.97670
C -0.54090 -7.36176 1.85479
C -1.55073 -7.59674 2.85839
C -1.30905 -8.49765 4.02054
C -2.76856 -6.96520 2.76604
C -3.07346 -6.09024 1.73220
C -4.40230 -5.41751 1.67337
C -2.10539 -5.84682 0.76650
C -0.86339 -6.43944 0.78853
C 0.08076 -6.05699 -0.30033
C 3.71629 -9.09336 4.03071
C 3.38636 -10.53537 3.83848
C 4.17388 -8.69444 5.27668
H 5.01058 -7.80799 7.58803
H 6.00670 -6.55089 6.84198
H 4.33221 -6.20086 7.30085
H 4.73040 -5.45744 4.69997
H 3.79826 -6.09042 1.21873
H 3.17993 -5.01138 2.46323
H 4.91739 -5.19889 2.22423
H 2.82086 -9.68614 1.73897
H 5.11594 -9.18830 0.95717
H 3.93815 -9.05639 -0.35113
H 4.60953 -7.61182 0.38034
H 2.08221 -6.86293 0.92113
H 1.60822 -8.34889 0.11700
H 0.78016 -8.70876 2.79602
H -2.15539 -8.49351 4.71183
H -1.15587 -9.52551 3.69104
H -0.42892 -8.17742 4.57823
H -3.51716 -7.13919 3.51786
H -4.48415 -4.76362 0.80139
H -5.20526 -6.15523 1.61585
H -4.56489 -4.80802 2.56471
H -2.34404 -5.16351 -0.02823
H -0.40997 -5.43975 -1.05656
H 0.90644 -5.46355 0.09330
H 0.46736 -6.93534 -0.81612
H 3.55155 -11.10568 4.75487
H 2.33977 -10.66459 3.56039
H 4.01456 -10.97618 3.06285
H 4.25781 -9.42118 6.06301
```

Output
Kohn-Sham gap (eV): 2.1
Net charge: 0
E_LUMO (eV): -3.0209
Multiplicity: 1
HOMO level (eV): -5.15

---

What is the net charge in the second record? 0

---

Look up the HOMO level of the second one. -5.15 eV